No. 1
Computed, not measured: a molecular structure, O4S3 in a non-equilibrium geometry, with wB97M-V/def2-TZVPD.

Computed properties:
Lowest unoccupied orbital energy (spin up / spin down): 0.2182 / 0.2191 Eh
Energy above the lowest of the compared OMol25 structures with the same formula, charge and spin: 16.7 kJ/mol
HOMO-LUMO gap (spin up / spin down): 5.972 / 5.541 eV
HOMO level (spin up / spin down): 0.0 / 0.4 eV
2S+1: 1
Charge: -2

```
7
Properties=species:S:1:pos:R:3:forces:R:3
O -1.543 1.469 1.205 1.01 -0.01 -1.04
O -0.533 -1.830 0.274 -0.08 0.22 0.01
O -1.157 2.072 -1.179 0.71 -0.67 1.19
O 1.347 -0.644 1.321 -0.24 0.00 -0.92
S 1.884 -1.844 -1.822 -0.63 0.77 1.18
S -0.533 1.619 0.109 -1.56 0.70 -0.11
S 0.535 -0.842 0.093 0.79 -1.01 -0.30
```
Positions in Å, forces in eV/Å.

Mulliken atomic charge list, values in e, 4 entries: atom 1 (O): -0.522, atom 2 (O): -0.520, atom 3 (O): -0.548, atom 4 (O): -0.543

---

No. 2
Computed, not measured: a molecular structure, O8P2Rb6 in a non-equilibrium geometry, with wB97M-V/def2-TZVPD.

Computed properties:
Lowest unoccupied orbital energy (spin up / spin down): -0.1469 / -0.1469 Eh
HOMO-LUMO gap (spin up / spin down): 3.433 / 3.235 eV
HOMO level (spin up / spin down): -7.4 / -7.2 eV
2S+1: 2
Charge: +1

```
16
Properties=species:S:1:pos:R:3:forces:R:3
Rb -4.251 3.255 0.694 -0.13 0.24 -0.93
Rb -0.921 -1.819 -1.287 0.51 -0.27 0.83
Rb -0.828 1.304 -3.619 0.02 0.19 0.66
Rb 2.194 0.200 0.093 0.09 -1.56 0.18
Rb 2.350 3.654 0.572 -0.53 -0.07 -0.14
Rb -3.302 1.262 3.426 0.78 -0.50 0.00
P -1.061 1.585 0.135 0.34 -2.56 -0.58
O -0.378 0.286 0.560 -2.81 -1.43 2.31
O 0.271 2.081 -0.468 1.57 5.26 -0.54
O -2.014 2.291 1.268 2.13 -0.50 -1.13
O -1.932 1.383 -1.130 -1.64 0.27 -0.20
P 1.931 -3.188 -0.010 -2.09 -3.08 1.67
O 0.725 -2.466 0.794 2.35 -1.51 -1.64
O 1.784 -4.779 -0.283 0.67 4.56 1.91
O 3.310 -2.475 0.632 -1.40 -1.14 -0.75
O 2.121 -2.573 -1.377 0.14 2.11 -1.62
```
Positions in Å, forces in eV/Å.

Mulliken atomic charge list, values in e, 4 entries: atom 1 (Rb): 0.949, atom 2 (Rb): 0.949, atom 3 (Rb): 0.986, atom 4 (Rb): 0.941

---

No. 3
Computed, not measured: a molecular structure, O8RbS2 in a non-equilibrium geometry, with wB97M-V/def2-TZVPD.

Computed properties:
Lowest unoccupied orbital energy: 0.2028 Eh
Energy above the lowest of the compared OMol25 structures with the same formula, charge and spin: 189.3 kJ/mol
HOMO-LUMO gap: 2.858 eV
HOMO level: 2.7 eV
2S+1: 1
Charge: -3

```
11
Properties=species:S:1:pos:R:3:forces:R:3
Rb -1.005 1.143 1.723 0.76 -0.80 -1.17
S -1.559 0.737 -1.878 -0.30 0.32 -0.54
O -1.064 -0.596 -2.258 -0.22 -0.01 0.02
O -2.478 1.256 -2.953 0.26 0.12 0.15
O -2.370 0.672 -0.604 -0.15 -0.07 0.43
O -0.424 1.673 -1.643 -0.39 0.19 -0.04
S 1.783 -0.994 1.499 0.20 0.49 0.99
O 2.918 -1.638 0.795 -0.20 -0.17 0.00
O 2.084 -0.963 2.989 -0.10 0.02 -0.32
O 1.620 0.419 1.028 0.03 -0.05 0.36
O 0.494 -1.709 1.302 0.11 -0.05 0.12
```
Positions in Å, forces in eV/Å.

Mulliken atomic charge list, values in e, 4 entries: atom 1 (Rb): 0.911, atom 2 (S): 1.146, atom 3 (O): -0.697, atom 4 (O): -0.832

---

No. 4
Computed, not measured: a molecular structure, O8S2Sn in a non-equilibrium geometry, with wB97M-V/def2-TZVPD.

Computed properties:
Lowest unoccupied orbital energy: 0.1795 Eh
Energy above the lowest of the compared OMol25 structures with the same formula, charge and spin: 0.0 kJ/mol
HOMO-LUMO gap: 7.331 eV
HOMO level: -2.4 eV
2S+1: 1
Charge: -2

```
11
Properties=species:S:1:pos:R:3:forces:R:3
Sn 0.388 0.125 -0.247 -0.38 -0.20 0.37
S -1.903 0.515 -2.503 -1.64 0.58 -0.69
O -1.442 -0.698 -1.723 1.07 -0.80 1.29
O -3.217 0.945 -2.002 0.42 -0.22 0.07
O -0.876 1.547 -2.217 1.28 0.61 0.86
O -1.954 0.219 -3.935 0.28 -0.27 0.18
S 1.827 -0.544 2.581 0.82 -0.63 -0.31
O 2.432 0.365 3.545 -0.53 0.19 0.15
O 1.740 -1.919 3.073 -0.14 0.28 -0.03
O 0.438 -0.086 2.138 -1.52 0.59 -0.69
O 2.568 -0.469 1.289 0.33 -0.13 -1.21
```
Positions in Å, forces in eV/Å.

Mulliken atomic charge list, values in e, 4 entries: atom 1 (Sn): 1.256, atom 2 (S): 1.356, atom 3 (O): -0.765, atom 4 (O): -0.714

---

No. 5
Computed, not measured: OP2S2 in the gas phase in a non-equilibrium geometry, with wB97M-V/def2-TZVPD.

Computed properties:
SMILES string: O=P#S#P=S
Lowest unoccupied orbital energy: -0.0727 Eh
HOMO-LUMO gap: 7.272 eV
HOMO level: -9.3 eV
2S+1: 1

```
5
Properties=species:S:1:pos:R:3:forces:R:3
O 2.640 0.735 -0.132 1.70 3.57 -0.37
P 2.180 -0.593 0.010 -2.16 -2.84 0.40
P -1.611 0.756 0.262 -0.46 -0.27 -0.23
S -0.003 -0.666 0.050 -0.11 -0.98 -0.05
S -3.207 -0.233 -0.189 1.03 0.52 0.26
```
Positions in Å, forces in eV/Å.

Mulliken atomic charge list, values in e, 4 entries: atom 1 (O): -0.348, atom 2 (P): 0.474, atom 3 (P): 0.291, atom 4 (S): -0.228

---

No. 6
Computed, not measured: S2 in the gas phase, with wB97M-V/def2-TZVPD.

Computed properties:
Lowest unoccupied orbital energy: -0.0909 Eh
Energy above the lowest of the compared OMol25 structures with the same formula, charge and spin: 0.2 kJ/mol
HOMO-LUMO gap: 5.764 eV
HOMO level: -8.2 eV
2S+1: 1

```
2
Properties=species:S:1:pos:R:3:forces:R:3
S -0.307 0.880 0.091 -0.11 0.32 0.03
S 0.307 -0.880 -0.091 0.11 -0.32 -0.03
```
Positions in Å, forces in eV/Å.

The net atomic charges from Mulliken, expressed in e, are: atom 1 (S): 0.000, atom 2 (S): 0.000